Entry 1:
Computed, not measured: a molecular structure, C18H46CrN6O14SZr at a distorted geometry, with ωB97M-V/def2-TZVPD.

```
87
Properties=species:S:1:pos:R:3:mulliken_spin:R:1
Cr -0.3352 4.0852 0.0503 3.0704
Zr -0.5148 1.8023 3.2026 0.0052
O -2.4167 1.1834 3.5234 0.0019
H -3.2557 1.2221 3.9792 -0.0004
O -0.1750 4.8623 -1.6602 -0.0550
H 0.0987 5.7918 -1.5835 0.0069
O -0.8278 3.5244 1.9305 0.0118
H -1.0706 4.3287 2.4119 -0.0023
O 1.1069 2.5146 4.2107 0.0007
H 1.2234 3.1239 4.9431 0.0002
S 0.2279 1.0889 0.4694 -0.0730
O 0.7906 -0.1349 0.0085 -0.0082
O 0.9964 1.6375 1.6607 0.0192
O 0.0528 2.2176 -0.4819 0.0044
O -1.0189 0.9283 1.2659 0.0100
C 2.1013 -3.0759 0.4945 0.0008
O 2.8350 -3.4645 1.3933 -0.0001
N 1.3914 -3.9294 -0.2829 0.0000
C 0.7403 -3.4123 -1.4855 0.0000
C 1.6301 -5.3615 -0.2297 0.0000
H 1.8434 -2.0262 0.3118 0.0001
H 1.4321 -2.7615 -2.0333 0.0000
H -0.0406 -2.6750 -1.2621 0.0001
H 0.3646 -4.2599 -2.0443 0.0000
H 2.2453 -5.6655 -1.0797 0.0000
H 2.1659 -5.6227 0.6758 0.0000
H 0.6635 -5.8635 -0.2303 0.0000
C -0.0993 1.7212 -3.6377 0.0017
O 0.4062 2.8166 -3.6491 -0.0001
N 0.1397 0.7765 -4.5732 0.0003
C 0.8893 0.9881 -5.8002 0.0000
C -0.4275 -0.5521 -4.4328 0.0000
H -0.6592 1.3016 -2.7861 -0.0032
H 1.0505 -0.0139 -6.2120 0.0000
H 1.8807 1.3979 -5.6380 0.0000
H 0.3095 1.4338 -6.6102 0.0000
H -0.9566 -1.0080 -5.2656 0.0000
H 0.4129 -1.2083 -4.1689 0.0000
H -1.0429 -0.6248 -3.5320 -0.0001
C -1.9585 -3.7728 1.4021 0.0000
O -2.1655 -4.9072 1.7673 0.0000
N -2.8856 -2.9933 0.8192 0.0000
C -2.6156 -1.6128 0.5008 0.0001
C -4.1846 -3.5620 0.5110 0.0000
H -1.0228 -3.2413 1.6464 0.0000
H -1.7261 -1.4284 -0.1110 0.0002
H -2.4161 -1.0458 1.4164 0.0000
H -3.4165 -1.0602 0.0162 0.0000
H -4.8739 -2.7805 0.2031 0.0000
H -4.1147 -4.3643 -0.2220 0.0000
H -4.6420 -3.9852 1.4088 0.0000
C 5.5468 2.0843 -1.7728 0.0000
O 5.5924 2.8181 -2.7315 0.0000
N 4.6145 1.1340 -1.5381 0.0000
C 4.2312 0.7144 -0.2052 0.0005
C 3.6537 0.7549 -2.5724 -0.0003
H 6.2329 2.1887 -0.9113 0.0000
H 4.9787 1.0929 0.4964 0.0000
H 4.3230 -0.3651 -0.0490 0.0000
H 3.2252 1.0894 -0.0334 -0.0007
H 3.6396 -0.3358 -2.5841 0.0000
H 2.6815 1.0983 -2.2096 0.0014
H 3.9320 1.2081 -3.5146 0.0000
C -3.3422 3.0914 -0.7206 0.0045
O -2.2316 3.5820 -0.5388 -0.0063
N -4.4769 3.5080 -0.1770 0.0049
C -4.4708 4.4617 0.8908 0.0009
C -5.7489 3.1327 -0.7557 0.0007
H -3.4299 2.1577 -1.2855 0.0039
H -5.1833 4.1531 1.6589 -0.0001
H -4.6460 5.5031 0.6181 0.0002
H -3.5593 4.4970 1.4911 0.0004
H -6.5023 2.8822 -0.0102 -0.0002
H -6.1676 3.9219 -1.3826 0.0002
H -5.6296 2.2554 -1.3908 0.0000
C 0.5824 -1.4364 3.6718 0.0000
O 0.0053 -0.3453 3.4960 -0.0017
N 1.8629 -1.5840 3.9163 0.0001
C 2.3970 -2.8353 4.4498 0.0000
C 2.7986 -0.4862 3.7784 0.0001
H 0.0425 -2.3861 3.7238 -0.0001
H 3.1952 -2.4846 5.1086 0.0000
H 2.9566 -3.4216 3.7201 0.0000
H 1.6564 -3.4546 4.9414 0.0000
H 3.1261 -0.1405 4.7611 0.0000
H 3.6685 -0.7326 3.1703 0.0000
H 2.3095 0.3462 3.2795 -0.0002
```

Calculated values
- 2S+1: 4
- LUMO level (spin up / spin down): -5.65 / -4.35 eV
- Calculated total energy: -97553.3606 eV
- Kohn-Sham gap (spin up / spin down): 5.098 / 6.401 eV
- HOMO (spin up / spin down): -10.751 / -10.752 eV
- Total charge: +1

=====

Entry 2:
Computed, not measured: a molecular structure, C18H32F9N4OTa at a distorted geometry, with ωB97M-V/def2-TZVPD.

```
65
Properties=species:S:1:pos:R:3:nbo_charge:R:1
Ta -0.1191 0.3007 0.3363 2.4535
N 1.5443 0.9067 1.2744 -0.7948
N -1.6170 -0.3027 1.5388 -0.7523
N 1.1315 -0.4373 -1.3414 -0.7097
N -0.8880 -1.2945 -0.9126 -0.7138
H 0.7633 0.5847 3.2426 0.2145
C 1.6210 1.0206 2.7261 -0.4142
H 1.6946 2.0766 3.0323 0.1889
H 2.5343 0.4999 3.0752 0.1930
H 3.6450 1.0158 1.0760 0.1871
C 2.7392 1.5305 0.6876 -0.4204
H 2.8105 2.5898 0.9811 0.1947
H 2.7735 1.4882 -0.4126 0.2036
C -1.8696 -1.4553 2.4030 -0.4178
H -2.7540 -2.0281 2.0684 0.1816
H -1.0205 -2.1386 2.4479 0.2344
H -2.0844 -1.1129 3.4300 0.1951
H -3.6956 -0.2844 1.1371 0.1901
C -2.8838 0.4240 1.3629 -0.4352
H -3.1123 0.9582 2.2967 0.2021
H -2.8636 1.1778 0.5604 0.2135
C 2.4792 -0.4584 -1.9525 -0.0424
H 3.1894 -0.2850 -1.1320 0.2033
C 2.6240 0.6603 -2.9753 -0.6098
H 2.3796 1.6475 -2.5674 0.2113
H 3.6626 0.6777 -3.3306 0.2129
H 1.9761 0.4706 -3.8413 0.2077
C 2.8105 -1.7943 -2.5918 -0.6414
H 3.8773 -1.7867 -2.8507 0.2204
H 2.6329 -2.6284 -1.9084 0.2506
H 2.2453 -1.9497 -3.5202 0.1964
H -2.2562 -4.2983 -1.6888 0.2197
C -1.4893 -3.5191 -1.7377 -0.6351
H -1.3801 -3.2179 -2.7870 0.1983
H -0.5479 -3.9424 -1.3687 0.2395
C -1.9216 -2.3399 -0.8921 -0.0378
H -2.0138 -2.6671 0.1566 0.2006
C -3.2643 -1.7697 -1.3178 -0.6070
H -3.5873 -0.9335 -0.6879 0.2099
H -3.2207 -1.4268 -2.3600 0.2072
H -4.0198 -2.5633 -1.2496 0.2107
H 0.4340 -2.1812 -2.3229 0.1991
C 0.2436 -1.3843 -1.6099 0.3753
C 1.3359 -1.9503 1.7580 -0.7170
H 2.2384 -1.4110 1.4609 0.1973
H 0.9427 -1.6835 2.7456 0.1936
C 0.9650 -3.1283 1.1065 -0.1858
H 0.0898 -3.6767 1.4689 0.1832
C 1.6837 -3.6490 0.0527 -0.6414
H 2.7325 -3.3441 -0.0688 0.1839
H 1.3426 -4.5388 -0.4707 0.1848
F -1.2544 4.2385 -1.9011 -0.3039
C -1.9288 3.9902 -0.7496 0.9832
F -2.4788 5.1443 -0.3082 -0.2998
F -2.9163 3.1090 -1.0396 -0.3029
C -0.9983 3.3755 0.2909 -0.0006
O -0.7946 2.0054 -0.0427 -0.8051
C 0.3245 4.1420 0.2539 0.9821
F 0.1529 5.4796 0.1149 -0.2976
F 1.0338 3.9230 1.4025 -0.3103
F 1.0900 3.6868 -0.7780 -0.3023
C -1.5602 3.5838 1.7079 0.9765
F -1.3696 4.8378 2.1700 -0.2945
F -2.8931 3.3175 1.7853 -0.3086
F -0.9402 2.7187 2.5662 -0.2985
```

Calculated values
- LUMO level (spin up / spin down): -0.18 / -0.17 eV
- Calculated total energy: -53201.8419 eV
- Kohn-Sham gap (spin up / spin down): 5.556 / 5.558 eV
- HOMO (spin up / spin down): -5.731 / -5.732 eV
- Total charge: 0

=====

Entry 3:
Computed, not measured: a gas-phase ion, C3H6N5O2 (charge +1) at a distorted geometry, with ωB97M-V/def2-TZVPD.

```
16
Properties=species:S:1:pos:R:3:nbo_charge:R:1
C 0.6111 0.0196 -1.4330 -0.4914
C 1.4234 -0.1094 -0.3720 0.2893
N 2.6870 -0.5251 -0.3845 -0.7823
N 0.7904 0.1357 0.8189 -0.1186
N -0.5376 0.1235 0.7949 -0.1170
C -1.3461 0.5861 1.5977 0.7073
N -2.3231 0.7817 2.3746 -0.6976
N 1.3970 0.8864 1.9782 0.6578
O 2.5800 0.9787 2.0902 -0.2559
O 0.4591 1.2604 2.6409 -0.3496
H 0.9676 -0.3016 -2.3797 0.2201
H -0.3953 0.2697 -1.3776 0.2112
H 3.1646 -0.6299 -1.2437 0.4220
H 3.2061 -0.1947 0.4322 0.4069
H -2.7019 1.6377 2.6922 0.4576
H -2.5669 0.1073 3.0352 0.4401
```

Calculated values
- ΔE to the lowest compared entry with this formula, charge and spin: 140.23 kcal per mole
- LUMO level: -4.79 eV
- SMILES: C=C(N)N(N=C=[NH2+])[N+](=O)[O-]
- Calculated total energy: -14739.7486 eV
- Kohn-Sham gap: 7.272 eV
- HOMO: -12.065 eV
- Total charge: +1

=====

Entry 4:
Computed, not measured: 3 unconnected molecules or ions with the total composition C18H43N4O7P2S, with ωB97M-V/def2-TZVPD.

```
75
Properties=species:S:1:pos:R:3:lowdin_charge:R:1
N -2.9489 -0.1575 6.7413 -0.2575
P -2.8654 -0.8185 5.3454 0.7270
C -2.7969 0.4079 3.9999 -0.2931
C -3.7752 1.3070 3.7548 -0.4115
P -5.4142 1.6054 4.4747 0.3554
S -6.6568 2.2594 3.1629 0.2003
N -3.3207 2.1011 2.7176 0.1276
C -2.1129 1.7089 2.3612 -0.0113
N -1.7483 0.6865 3.1255 -0.0163
C -0.4766 -0.0297 2.9375 -0.0490
C -0.4476 -0.8301 1.6280 -0.3557
O 0.1611 -0.0820 0.5880 -0.0329
C 0.1714 -2.2250 1.7907 -0.2268
N -0.6862 -3.2435 2.3689 0.0278
H -2.2163 -0.4078 7.3956 -0.0094
H -1.8294 -1.7042 5.0119 -0.0066
H -4.0111 -1.4926 4.8997 0.0146
H -5.0926 2.4370 5.5539 0.0043
H -5.6488 0.3616 5.0728 -0.0176
H -3.8646 2.8429 2.2847 0.1571
H -1.5283 2.1437 1.5582 0.1695
H -0.3108 -0.6516 3.8172 0.1134
H 0.3021 0.7396 2.9122 0.1482
H -1.4913 -0.9534 1.3036 0.1542
H 1.0252 0.2523 0.8681 0.0998
H 1.0861 -2.1724 2.3959 0.1317
H 0.4715 -2.5474 0.7900 0.1165
H -0.9619 -3.0553 3.3254 0.0416
H -1.5234 -3.3906 1.8169 0.0797
C 2.0813 -1.6346 -2.9248 -0.0936
O 3.2818 -1.7289 -2.1921 -0.1756
C 3.0980 -1.4746 -0.8184 -0.2222
C 4.1039 -2.2105 0.0356 -0.1873
O 3.8274 -3.5888 0.1689 -0.1262
C 4.2282 -4.4360 -0.8993 -0.1780
C 5.7042 -4.7504 -0.9121 -0.2102
O 6.4466 -3.6433 -1.3819 -0.1967
C 7.7991 -3.6794 -0.9845 -0.1064
H 1.6843 -0.6122 -2.9126 0.0697
H 2.3004 -1.9148 -3.9529 0.0948
H 1.3214 -2.3165 -2.5260 0.0928
H 2.0873 -1.7755 -0.5166 0.0914
H 3.2042 -0.3928 -0.6264 0.1282
H 4.0202 -1.8072 1.0500 0.1238
H 5.1191 -2.0267 -0.3228 0.1263
H 3.9212 -4.0277 -1.8651 0.1245
H 3.6934 -5.3721 -0.7299 0.1294
H 5.8655 -5.6181 -1.5669 0.1314
H 6.0263 -5.0244 0.1004 0.1285
H 7.8921 -3.7355 0.1061 0.0885
H 8.2641 -2.7608 -1.3356 0.0887
H 8.3278 -4.5330 -1.4231 0.0905
C 0.3966 1.8882 -4.8022 -0.0951
O -0.6018 1.9731 -3.8058 -0.1888
C -0.0873 2.2939 -2.5308 -0.2105
C -1.1161 3.0369 -1.7082 -0.2028
O -1.2940 4.3885 -2.0716 -0.1203
C -2.0903 4.6507 -3.2191 -0.1742
C -3.5752 4.5975 -2.9578 -0.2062
O -4.0187 3.2605 -2.8172 -0.1945
C -5.2500 3.1595 -2.1447 -0.1132
H 1.0880 1.0592 -4.6151 0.0755
H -0.1039 1.7210 -5.7531 0.0925
H 0.9712 2.8188 -4.8605 0.0931
H 0.8124 2.9143 -2.6222 0.1315
H 0.1792 1.3686 -1.9967 0.1107
H -0.7248 3.0796 -0.6838 0.1101
H -2.0659 2.4926 -1.6987 0.1220
H -1.8243 3.9867 -4.0434 0.1254
H -1.8457 5.6753 -3.5033 0.1325
H -4.0898 5.0789 -3.8001 0.1329
H -3.8062 5.1684 -2.0489 0.1261
H -5.2031 3.6274 -1.1521 0.0801
H -5.4736 2.1003 -2.0317 0.0871
H -6.0638 3.6322 -2.7055 0.0928
```

Calculated values
- LUMO level: -3.24 eV
- Calculated total energy: -69058.1881 eV
- Kohn-Sham gap: 7.762 eV
- HOMO: -11.002 eV
- Total charge: +1

=====

Entry 5:
Computed, not measured: a molecular structure, C29H39CdF6GeN4O4S2Si3 at a distorted geometry, with ωB97M-V/def2-TZVPD.

```
89
Properties=species:S:1:pos:R:3:mulliken_spin:R:1
Cd -1.1627 -0.3181 0.4329 0.0163
C 0.2196 -4.0143 2.5864 0.0001
C -0.2053 -3.1048 1.6131 0.0134
N -0.3605 -1.8242 1.8647 0.0292
C -0.1741 -1.3218 3.1195 -0.0124
C 0.2693 -2.1788 4.1505 -0.0024
C 0.4716 -3.5403 3.8402 0.0031
C 0.4791 -1.6815 5.4564 0.0089
C 0.2119 -0.3725 5.6984 -0.0045
C -0.2549 0.4936 4.6884 0.0181
C -0.4547 0.0903 3.3756 0.0019
N -0.8903 0.8325 2.3059 0.0027
C -1.1653 2.1721 2.2221 -0.0267
C -1.0382 3.1491 3.2030 0.0266
C -1.3715 4.5016 2.9920 -0.0063
C -1.8214 4.9548 1.7921 0.0124
C -1.9444 4.0302 0.7323 -0.0034
C -2.3691 4.4343 -0.5520 0.0038
C -2.4989 3.5275 -1.5619 0.0087
C -2.1885 2.1905 -1.2871 0.0033
N -1.7719 1.7915 -0.1088 0.0805
C -1.6369 2.6657 0.9301 0.0267
H 0.3365 -5.0591 2.3344 0.0003
H -0.4355 -3.4374 0.6089 0.0058
H 0.8215 -4.2045 4.6227 -0.0001
H 0.8257 -2.3460 6.2375 -0.0001
H 0.3449 0.0285 6.6956 -0.0002
H -0.4705 1.4950 4.9935 0.0005
H -0.6699 2.9046 4.1760 0.0015
H -1.2685 5.1903 3.8225 -0.0002
H -2.0873 5.9930 1.6383 0.0003
H -2.5894 5.4834 -0.7182 -0.0002
H -2.8279 3.8129 -2.5521 -0.0003
H -2.3085 1.4207 -2.0393 -0.0077
C 0.3134 2.1864 -3.5580 0.0015
Si 1.5268 2.0441 -2.1219 0.0107
C 1.4032 3.5299 -0.9778 -0.0025
C 3.2093 2.1021 -2.9484 0.0298
Ge 1.2388 0.0355 -0.8292 0.5539
Si 1.4151 -1.8031 -2.3722 0.1051
C 1.0377 -3.4645 -1.6131 -0.0066
C 0.2917 -1.4487 -3.8204 -0.0051
C 3.2025 -1.8248 -2.9327 0.0440
Si 2.9836 0.0590 0.8236 0.0142
C 4.6216 0.4694 0.0112 0.0275
C 3.1878 -1.6137 1.6289 0.0013
C 2.6639 1.3821 2.1005 0.0025
H -0.0717 3.2071 -3.6352 0.0008
H -0.5395 1.5116 -3.4747 -0.0052
H 0.8251 1.9466 -4.4945 0.0012
H 0.8993 4.3665 -1.4712 -0.0015
H 2.4024 3.8649 -0.6822 0.0009
H 0.8502 3.3006 -0.0634 -0.0049
H 3.2775 3.0366 -3.5169 0.0028
H 3.3325 1.2760 -3.6538 0.0004
H 4.0422 2.0700 -2.2449 -0.0014
H -0.0428 -3.6382 -1.5549 0.0040
H 1.4624 -3.5483 -0.6092 0.0019
H 1.4691 -4.2593 -2.2299 -0.0011
H -0.6725 -1.0592 -3.4782 0.0033
H 0.0923 -2.3614 -4.3897 0.0007
H 0.7416 -0.7124 -4.4921 0.0025
H 3.8763 -2.0248 -2.0934 -0.0038
H 3.5004 -0.8759 -3.3837 -0.0076
H 3.3437 -2.6164 -3.6771 0.0064
H 4.8191 -0.1455 -0.8716 -0.0027
H 5.4256 0.2952 0.7343 0.0042
H 4.6627 1.5185 -0.2891 -0.0013
H 3.5253 -2.3548 0.8969 0.0011
H 2.2624 -1.9802 2.0778 0.0013
H 3.9425 -1.5474 2.4187 0.0002
H 2.7897 2.3756 1.6579 0.0002
H 3.3661 1.2867 2.9352 -0.0024
H 1.6511 1.3226 2.5009 0.0003
F -4.1884 0.2448 1.0827 0.0008
C -4.7378 -0.3586 0.0296 0.0003
F -5.9171 -0.8468 0.3709 0.0000
F -4.8820 0.5294 -0.9493 0.0003
S -3.5964 -1.7209 -0.4860 -0.0060
O -2.5116 -1.0957 -1.2754 0.0271
O -3.1246 -2.2766 0.7581 -0.0022
N -4.5677 -2.5593 -1.3513 0.0017
S -4.0589 -3.8931 -2.0851 0.0019
O -5.1929 -4.6412 -2.5118 -0.0004
O -2.9699 -4.5237 -1.3942 0.0003
C -3.2950 -3.2459 -3.6608 0.0001
F -1.9698 -3.1479 -3.5231 -0.0005
F -3.7705 -2.0440 -3.9735 0.0001
F -3.5601 -4.0872 -4.6503 0.0000
```

Calculated values
- 2S+1: 2
- ΔE to the lowest compared entry with this formula, charge and spin: 2.97 kcal per mole
- LUMO level (spin up / spin down): -0.38 / -2.29 eV
- Calculated total energy: -167547.7844 eV
- Kohn-Sham gap (spin up / spin down): 6.836 / 4.980 eV
- HOMO (spin up / spin down): -7.217 / -7.273 eV
- Total charge: 0